# 1
158
Properties=species:S:1:pos:R:3 method="wB97M-V/def2-TZVPD" e_tot_ev=-84133.2964 charge=-1 orbital_gap_ha=0.278 de_lowest_kcal_mol=0.00 homo_energy_ev=-5.585
H 6.66328 17.04513 14.40405
H 6.72681 28.96888 4.15056
C -0.13371 22.13016 9.06012
C 7.89695 20.29514 10.35877
C 7.89615 20.49433 14.79261
H 1.80073 15.33773 13.10339
H 6.62997 14.69381 14.62902
C 7.93401 24.82873 7.15791
C 12.23610 22.96133 10.60340
H 3.24073 17.27255 12.42071
O 11.02065 19.84903 12.26144
H 6.03717 12.49310 8.96224
H 7.21894 19.28913 16.39810
H 1.86016 21.19959 9.04003
O 6.60227 22.62269 14.20614
H 9.27878 26.21413 5.33835
C 6.28494 18.52248 10.93460
H 7.84235 20.80369 17.00785
N 9.23384 19.93032 14.78918
H 7.88920 13.90595 15.21331
F 6.38046 21.95234 9.81488
H 7.98341 16.37838 16.47932
H 12.08469 18.24322 11.54492
C 8.11837 28.18275 5.58513
H 10.34351 22.99842 11.40194
N 1.95447 15.59043 14.06911
H 11.02519 24.50229 9.65108
C -0.90740 20.86694 9.35862
C 6.91677 13.13525 8.91692
N 9.16276 29.06941 5.16980
H 8.40517 22.17225 13.34355
N 11.28847 22.78122 11.68472
C 0.05040 19.79497 12.80956
H 3.85459 14.89378 11.80329
H 11.19420 18.19431 8.15609
H 11.88791 25.60576 7.43153
H 6.27278 20.71740 16.12416
H 9.96947 19.95920 8.20609
C 5.38763 17.46957 10.22014
H 9.22579 15.98541 10.97607
H 7.82828 20.53822 11.41910
O 6.85265 19.41272 9.94429
C 3.20256 17.51715 13.48223
C 1.92910 17.02467 14.19238
H 12.09926 19.47483 7.44765
N -0.25777 22.34629 7.59378
H 1.22837 15.16043 14.62406
H 2.87613 21.14260 12.26026
H -0.62232 23.00976 9.47926
C 0.55414 17.60869 13.75235
H 10.44170 19.85863 11.49571
H -1.01183 19.56570 12.72472
H 8.82195 17.64545 9.54496
H 6.00755 14.15421 7.28943
H 3.56719 13.64529 10.63126
C 6.90016 12.44913 6.37523
H 9.32268 26.89367 6.87849
O 13.02228 24.49440 8.79102
H 12.26332 25.08969 10.72959
H 9.74139 19.95881 13.91644
O 6.74808 14.20651 9.87281
H 3.49752 15.32433 10.08544
C 7.19755 28.01296 4.38018
H 4.72073 22.59860 13.20806
N 8.10285 14.48217 7.30106
H 8.51568 22.52784 14.95606
H 12.23728 18.37297 13.21843
O 0.64540 19.00901 13.92213
H 7.21861 16.36293 12.83655
H 3.24231 18.59949 13.60488
C 9.55788 15.89756 9.94162
H 0.19629 21.59774 7.09021
C 10.40838 17.55816 17.05605
H 11.30473 18.25615 6.44748
H 9.22494 15.65482 13.82633
H 6.05126 11.86629 6.73265
H 0.50728 19.54600 11.85176
H 7.60631 28.63450 6.43474
H 1.88565 22.96443 9.18547
H 13.20073 22.83492 11.09494
O 8.67153 16.77094 9.17866
O 1.50080 21.83580 10.96384
H 8.13170 15.23980 7.96833
C 6.71616 13.81796 11.25364
H -0.72313 20.58087 10.39415
H 9.56301 14.87406 9.56674
H 13.57932 25.84551 7.33179
H 3.60987 21.95059 10.87964
C 5.67492 22.07304 13.24584
C 7.87734 21.96554 14.27455
H 10.73135 17.77752 12.57133
H -1.97908 21.00300 9.21338
C 6.92615 13.58613 7.43625
H 12.81312 21.76877 8.87086
H 10.54818 16.34506 9.85702
H 7.14362 24.08370 7.24913
H 10.94698 18.49038 16.88582
H 8.14834 14.94009 6.40198
H 6.33764 14.57843 11.93666
C 8.64779 26.77050 6.03146
C 11.50724 18.52882 12.42417
H 7.68635 13.50077 11.63603
H 4.60353 17.87269 9.57922
O 9.80617 17.21258 15.78694
H 6.01941 12.98924 11.37957
C 12.06904 24.36906 9.93522
F 8.38510 22.56805 10.18018
F 7.83959 21.57951 8.30887
C 7.29888 20.35351 16.17714
H 6.67549 12.77249 5.35883
C 7.65431 21.62064 9.62186
C 12.78129 25.66845 8.05284
H 11.06367 22.01171 9.01918
H -0.22477 17.21199 14.40351
H 12.70867 26.56914 8.66241
H 6.98819 17.91204 11.50109
H 0.08023 20.85972 13.04089
C 3.26989 14.65486 10.91495
C 11.18441 18.89576 7.32184
H 7.80767 12.51656 9.02473
H 0.27413 17.30805 12.74274
O 9.08384 19.59591 10.07424
C 11.98278 21.82539 9.57472
H -0.72305 20.12275 8.58385
H 7.66044 27.64210 3.46569
H 9.86849 29.07807 5.89227
O 7.53957 25.98010 6.35530
H 9.66080 17.79266 17.81383
H 7.27817 19.98640 14.05220
H 5.42755 21.05532 13.54775
H 8.23243 25.15749 8.15338
H 5.03053 16.76825 10.97429
H 11.87865 20.85231 10.05471
H 9.27208 18.94494 15.00751
C 8.36035 15.77600 14.47892
H 2.88552 20.35990 10.67336
H 4.13627 17.09401 13.85270
H 7.80527 11.84717 6.45600
H 5.94254 16.82116 9.54211
H 6.38109 27.32653 4.60443
H 1.47013 14.55193 10.20294
C 1.37702 22.05647 9.50952
O 9.99636 19.62450 7.30673
H 11.03909 16.70856 17.31776
H 6.08870 22.14690 12.24014
C 7.52462 16.83592 13.76969
H 8.78901 24.30026 6.73624
C 8.86429 16.15231 15.87846
H 8.12104 17.73834 13.63543
C 2.78003 21.31481 11.18825
H 9.37766 15.25840 16.23268
H 2.12783 17.23789 15.24269
O 1.86673 14.65237 11.07140
H 11.23170 21.78600 11.84723
N 7.60754 14.50973 14.45422
H 5.62693 18.97180 11.67841
H 0.08305 23.23769 7.26310
H 9.67212 28.62074 4.42190

***

# 2
25
Properties=species:S:1:pos:R:3 method="wB97M-V/def2-TZVPD" e_tot_ev=-14560.6733 charge=+1 orbital_gap_ha="0.240 / 0.241" de_lowest_kcal_mol=120.54 homo_energy_ev="-11.085 / -11.091"
H -2.21080 -1.22985 -0.34271
C 1.26304 0.54418 0.24955
H -1.57768 -2.55675 -1.21153
O 3.50015 -1.91721 -0.67631
H 3.03077 -0.25430 1.23760
C 2.35524 -1.69530 -0.16484
C -0.49932 2.52445 -0.65787
C -0.81563 1.23872 -0.84045
H 1.17509 3.96314 0.18864
C 0.71525 2.86321 -0.10219
H -1.21773 3.35961 -0.95772
H 1.23420 -1.10669 1.60328
H -4.38338 -0.27961 0.79722
H 2.41450 2.12384 1.11247
H -4.00870 -1.84582 0.46701
H -1.86264 1.01346 -1.21209
C 2.01889 -0.69399 0.87307
N -1.32881 -1.61054 -0.87749
N -3.61601 -0.92851 0.75661
H 1.69731 -2.39658 -0.36691
C 1.55676 1.87614 0.50294
H 4.08639 -1.15293 -0.70010
C 0.10273 0.20602 -0.42423
H -3.43260 -1.00126 1.67788
C -0.19702 -1.04341 -0.93184